{"formula": "C23H59AlF2IN2O4PS2", "method": "ωB97M-V/def2-TZVPD", "symbols": ["H", "H", "H", "H", "H", "H", "H", "H", "H", "H", "C", "C", "H", "H", "H", "C", "H", "H", "H", "H", "S", "H", "H", "H", "H", "C", "C", "H", "C", "C", "H", "O", "O", "H", "H", "H", "H", "I", "H", "H", "C", "H", "O", "H", "N", "H", "F", "C", "H", "H", "H", "H", "H", "O", "H", "C", "H", "C", "H", "C", "C", "H", "H", "H", "H", "C", "H", "C", "H", "H", "H", "C", "P", "N", "C", "H", "H", "S", "H", "H", "C", "H", "F", "H", "H", "H", "C", "Al", "H", "C", "C", "H", "H", "C", "C"], "coordinates": [[-8.775, -0.217, -3.717], [-5.937, -1.073, 2.136], [8.124, -3.084, -0.134], [2.628, 2.752, 0.855], [5.804, -0.717, 3.775], [-9.154, -1.305, -5.043], [-9.056, -1.171, -1.222], [11.263, -1.586, 1.320], [-2.591, 3.729, -0.251], [-7.658, -3.010, -4.227], [-6.948, -0.841, -1.741], [-3.643, 1.547, 1.193], [8.887, -5.834, 1.463], [7.833, -0.247, 2.425], [10.460, -2.095, -0.192], [3.065, 0.677, 1.443], [7.754, -0.657, -0.048], [8.217, -6.886, 0.348], [7.375, -5.518, 0.824], [0.850, 4.338, -0.500], [-5.068, 0.829, 2.020], [-0.751, 4.723, 0.089], [9.732, -3.475, 1.724], [-3.796, 4.327, -5.299], [6.480, -2.222, 3.225], [0.136, 4.131, 0.318], [1.354, 1.440, -0.383], [-8.805, -2.598, -2.961], [-7.939, -2.221, -3.524], [-7.061, -3.995, -1.139], [-1.027, 2.083, -1.904], [-4.829, 0.918, 3.433], [-4.250, 3.481, -3.457], [-7.536, -0.612, -4.921], [3.783, -0.037, 1.028], [0.491, 4.968, 3.700], [2.225, 0.145, 1.890], [0.938, -0.650, -0.661], [-6.586, -4.966, -0.981], [-4.983, 5.225, -4.314], [-1.495, 1.898, -0.922], [-2.804, 0.846, 1.235], [-6.265, 1.491, 1.590], [-4.219, 1.202, -0.880], [8.305, -5.902, 0.623], [-3.039, 3.073, -1.831], [6.967, -2.425, 5.052], [-8.371, -1.013, -4.343], [-6.015, -0.719, -1.184], [-4.962, 2.959, -3.839], [3.454, 1.786, -0.329], [-1.713, 0.830, -0.874], [-8.061, -4.183, -1.528], [-5.204, -0.725, 1.597], [1.487, 1.867, -1.387], [7.958, -2.608, 0.858], [5.063, -1.558, 2.413], [-6.210, -3.159, -2.101], [-3.266, 5.229, -3.864], [10.303, -1.627, 0.802], [-4.069, 4.629, -4.285], [-5.272, -2.893, -1.604], [-5.913, -3.802, -2.936], [-7.149, -3.523, -0.161], [-8.266, 0.126, -0.336], [7.196, -1.301, 0.639], [1.856, 4.499, 1.669], [-8.118, -0.872, -0.753], [-7.922, -1.540, 0.085], [0.678, 5.789, 1.549], [8.735, -5.365, -0.144], [6.015, -1.312, 2.892], [-0.158, 2.301, 0.328], [-6.801, -1.956, -2.662], [6.902, -0.531, 1.926], [6.255, -1.528, 0.132], [-7.030, 0.076, -2.332], [-1.684, 4.358, 2.970], [9.968, -0.603, 0.649], [-4.800, 2.727, -0.240], [9.304, -2.469, 1.576], [7.328, -3.303, 1.425], [8.032, -1.365, 4.390], [-2.006, 3.108, 3.380], [0.518, 3.291, 3.254], [6.403, 0.402, 1.660], [2.644, 1.752, 0.413], [10.836, -3.631, -1.278], [9.167, -2.052, 2.573], [0.134, 4.264, 2.939], [-3.951, 2.037, -0.222], [3.605, 1.208, 2.239], [-3.391, 2.424, 1.793], [-2.747, 2.802, -0.810], [0.781, 4.697, 1.605]], "charge": 2, "spin_multiplicity": 1, "e_lumo_ha": -0.3345, "gap_ev": 0.869}

---

{"formula": "C23H62AgN11O13", "method": "ωB97M-V/def2-TZVPD", "symbols": ["C", "N", "H", "C", "C", "H", "O", "H", "H", "H", "H", "C", "H", "Ag", "H", "H", "H", "N", "O", "C", "C", "N", "N", "H", "H", "N", "H", "H", "C", "C", "C", "H", "H", "N", "C", "O", "O", "H", "H", "H", "N", "H", "H", "H", "H", "C", "C", "H", "C", "C", "O", "H", "O", "H", "H", "H", "C", "H", "H", "H", "C", "H", "N", "N", "C", "H", "N", "H", "C", "C", "H", "C", "H", "H", "H", "H", "O", "H", "H", "H", "H", "H", "H", "H", "O", "N", "H", "H", "H", "H", "C", "C", "H", "H", "H", "O", "H", "H", "H", "H", "H", "O", "H", "H", "C", "H", "O", "H", "O", "O"], "coordinates": [[-3.613, -6.623, -1.845], [5.696, -0.748, -1.028], [2.562, -4.348, -4.313], [1.957, 3.863, 0.398], [3.766, -3.171, -3.084], [-1.147, 0.620, -3.483], [-1.979, -1.261, -3.063], [-3.541, 1.239, 3.814], [-0.634, 3.607, -3.387], [-4.616, -6.703, -1.401], [3.386, -2.139, 0.890], [-1.810, -1.117, -1.696], [7.116, 0.671, -3.462], [3.649, 1.772, -0.751], [1.229, 5.850, 0.581], [-1.379, 1.044, 2.576], [2.065, 2.966, 1.026], [3.996, -2.951, 0.950], [-2.364, 2.315, 1.261], [1.450, 4.605, -2.447], [-6.726, 3.538, 3.234], [-1.766, -2.691, 4.682], [-0.621, -3.213, -1.357], [-3.800, -6.419, -2.912], [3.366, 6.853, 2.844], [-4.757, 1.152, 2.195], [0.007, 2.354, -4.464], [-3.161, -7.613, -1.749], [-1.811, -2.421, -1.025], [-5.913, 0.563, 2.823], [0.240, 3.286, -3.963], [-2.469, -0.368, -1.292], [1.867, -2.478, -3.041], [3.488, -4.144, -4.018], [-1.493, -5.493, -1.726], [-7.311, 2.372, 3.822], [3.253, 5.606, 1.191], [3.063, -1.701, -1.998], [-2.316, 0.319, 1.171], [-6.711, 0.628, 2.061], [3.023, 3.923, -0.631], [2.000, -5.526, 1.159], [4.151, -4.883, -4.137], [4.950, -2.891, 0.688], [-3.532, -0.314, 3.071], [-3.503, 0.755, 2.842], [1.595, -0.491, 0.285], [0.370, 0.100, 1.555], [-1.951, -0.053, -3.808], [-0.705, -4.546, -0.882], [4.957, -2.956, -2.899], [5.527, -1.640, -1.456], [-2.799, -5.682, -1.257], [-3.001, 4.037, 2.203], [-6.312, 3.350, 2.206], [-5.718, -0.511, 3.029], [3.557, -4.264, 1.097], [3.843, 4.372, -0.234], [-5.621, 1.593, 4.703], [-1.577, 3.305, 3.034], [3.595, 6.858, 1.782], [-1.118, -4.600, 0.135], [2.184, -4.517, 1.180], [-0.346, -3.015, 2.721], [2.799, 4.789, -1.752], [-1.896, -3.671, 4.804], [6.590, -0.032, -2.974], [-0.793, -0.810, -1.430], [-6.455, 1.302, 4.038], [-2.277, 1.085, 1.977], [4.631, 7.006, 1.603], [6.011, 0.277, -1.872], [2.902, 5.820, -1.550], [0.394, 4.135, -4.642], [-1.776, -0.352, -4.879], [0.942, 3.849, -0.036], [-0.917, -1.049, 3.369], [-0.208, -4.001, 3.036], [1.704, -3.913, 0.495], [-7.058, 0.605, 4.648], [3.618, 4.459, -2.414], [-4.713, 0.961, 1.226], [-1.389, 4.189, 1.518], [-1.793, -2.243, 0.071], [0.833, 0.546, 0.788], [2.774, -2.456, -2.607], [-5.847, 3.760, 3.831], [-2.740, -2.997, -1.235], [-2.218, -1.994, 5.222], [-1.065, -6.510, -1.626], [1.914, 5.177, 1.145], [-0.949, -2.234, 3.644], [-1.482, -5.130, -2.761], [0.463, -2.489, 2.281], [6.704, -0.966, -3.287], [4.427, -5.132, 1.208], [3.023, 7.611, 1.247], [-7.429, 4.384, 3.245], [1.314, 5.430, -3.139], [5.158, -0.319, -0.299], [0.253, -5.080, -0.798], [2.535, -0.208, -0.548], [0.154, -2.821, -0.832], [-2.921, 0.467, -3.699], [-2.011, 3.496, 2.058], [0.673, 4.773, -1.672], [5.949, 1.453, -1.527], [1.593, 5.001, 2.127], [1.381, 3.403, -3.109], [1.410, -1.597, 0.712]], "spin_multiplicity": 1, "e_lumo_ha": 0.0146, "gap_ev": 8.803}

---

- Which formula does entry 1 have?
  C23H59AlF2IN2O4PS2